A molecular structure, C57H34Cl4N7OS3Tb, computed with wB97M-V/def2-TZVPD.

Results
Multiplicity: 7
Total charge: 0
Relative energy (zero: lowest compared OMol25 entry of this formula, charge and spin), kJ/mol: 0.00
LUMO energy (alpha / beta), eV: -1.482 / -1.499
HOMO energy (alpha / beta), eV: -7.12 / -7.12
Orbital gap (alpha / beta), Ha: 0.20735 / 0.20660
E, Ha: -6510.9176

Positions of all 107 atoms, in Å:
Tb  -0.1581  -0.0350  0.4116
Cl  0.9936  -9.0842  3.7555
C  0.7341  -7.4748  3.1741
C  1.0804  -6.3931  3.9682
C  0.8887  -5.1105  3.4903
C  0.3534  -4.8910  2.2227
C  0.0046  -5.9881  1.4456
C  0.1936  -7.2771  1.9138
C  0.1906  -3.4860  1.7565
C  1.3314  -2.8889  1.1958
C  2.5170  -3.5933  0.7777
C  3.3966  -2.6592  0.3321
C  2.7782  -1.3688  0.5323
C  3.4070  -0.1150  0.4121
C  4.8042  -0.0859  -0.0608
C  5.8105  -0.8291  0.5511
C  7.1199  -0.7346  0.1141
C  7.4300  0.1195  -0.9327
Cl  9.0736  0.2798  -1.4460
C  6.4406  0.8535  -1.5667
C  5.1340  0.7415  -1.1341
C  2.8535  1.1327  0.7759
N  1.5551  1.3646  1.1159
C  1.4405  2.6861  1.4366
C  0.2365  3.3332  1.7691
C  0.2880  4.7626  2.1421
C  0.7787  5.7407  1.2816
C  0.8268  7.0670  1.6766
C  0.3787  7.4229  2.9384
Cl  0.4466  9.0749  3.4423
C  -0.1276  6.4678  3.8064
C  -0.1696  5.1466  3.4025
C  -1.0286  2.7243  1.8716
C  -2.2559  3.4158  2.1737
C  -3.1955  2.4709  2.4272
C  -2.5534  1.1924  2.2614
N  -1.2659  1.3798  1.8507
C  -3.1281  -0.0518  2.5874
C  -2.5436  -1.3133  2.3961
C  -3.0987  -2.5598  2.8602
C  -2.1606  -3.5120  2.6415
C  -1.0295  -2.8551  2.0347
N  -1.3115  -1.5317  1.8544
C  -4.3764  0.0259  3.3804
C  -5.5918  -0.4605  2.9128
C  -6.7394  -0.3395  3.6775
C  -6.6671  0.2677  4.9212
Cl  -8.0992  0.4376  5.8733
C  -5.4610  0.7430  5.4151
C  -4.3257  0.6275  4.6372
C  2.7382  3.3064  1.3499
C  3.6036  2.3550  0.9226
N  1.5020  -1.5515  0.9886
H  1.5014  -6.5576  4.9479
H  1.1585  -4.2641  4.1049
H  -0.4144  -5.8330  0.4621
H  -0.0684  -8.1250  1.3013
H  2.6528  -4.6579  0.8083
H  4.3607  -2.8389  -0.1062
H  5.5689  -1.4631  1.3917
H  7.9022  -1.3076  0.5842
H  6.6976  1.5109  -2.3833
H  4.3525  1.2946  -1.6329
H  1.0924  5.4636  0.2869
H  1.2021  7.8253  1.0069
H  -0.4879  6.7553  4.7823
H  -0.5597  4.3953  4.0730
H  -2.3855  4.4793  2.1704
H  -4.2251  2.6224  2.6888
H  -4.0730  -2.6848  3.2880
H  -2.2319  -4.5601  2.8621
H  -5.6400  -0.9156  1.9343
H  -7.6892  -0.7035  3.3148
H  -5.4150  1.2027  6.3912
H  -3.3803  1.0062  4.9996
H  2.9658  4.3291  1.5720
H  4.6564  2.4637  0.7595
S  -1.6966  1.6050  -1.9739
C  -1.1080  0.7681  -3.4045
C  -1.9195  0.5280  -4.5038
C  -1.3962  -0.0880  -5.6269
C  -0.0586  -0.4518  -5.6673
C  0.7527  -0.2187  -4.5748
C  0.2281  0.3712  -3.4343
S  1.2305  0.6710  -2.0299
H  -2.9544  0.8313  -4.4673
H  -2.0319  -0.2648  -6.4806
H  0.3612  -0.9141  -6.5480
H  1.7976  -0.4847  -4.5815
N  -3.6937  -0.5051  -0.6156
C  -2.8929  -1.2619  -1.3795
N  -1.6252  -1.4610  -1.1531
C  -1.0916  -2.3533  -2.0650
C  0.2268  -2.7996  -2.1005
C  0.6213  -3.6259  -3.1347
C  -0.2673  -4.0182  -4.1309
C  -1.5915  -3.6224  -4.0889
C  -1.9901  -2.8005  -3.0509
S  -3.5707  -2.1215  -2.7509
H  -3.2741  0.0684  0.1098
H  -4.5849  -0.2226  -0.9830
H  0.9361  -2.4892  -1.3431
H  1.6481  -3.9520  -3.1826
H  0.0826  -4.6227  -4.9537
H  -2.2972  -3.9141  -4.8504
O  0.4084  3.2562  -1.3931
N  0.0637  2.1460  -1.0919

A molecular structure, C57H40F4GaIN10OS4, computed with wB97M-V/def2-TZVPD.

Results
Total charge: +2
Relative energy (zero: lowest compared OMol25 entry of this formula, charge and spin), kJ/mol: 0.00
LUMO energy, eV: -6.715
HOMO energy, eV: -13.12
Orbital gap, Ha: 0.23553
E, Ha: -7032.7635

Positions of all 118 atoms, in Å:
Ga  1.4805  -0.9277  0.4825
N  1.3138  0.5568  -0.5966
S  0.1811  1.4635  -0.8641
N  -1.1893  1.0138  -0.1516
S  -2.1447  -0.0884  -0.6066
N  -1.6327  -1.4446  -1.2884
S  -0.9459  -2.6483  -0.5292
N  0.3683  -2.3961  0.2201
C  -2.1359  -3.3772  0.5725
C  -2.0090  -3.1512  1.9885
C  -2.9068  -3.8535  2.7929
C  -3.9438  -4.6568  2.2910
C  -4.0838  -4.7690  0.9124
C  -3.1532  -4.1863  0.0978
C  -0.8550  -3.7559  -1.8653
C  0.1222  -4.7440  -1.7758
C  0.1271  -5.7584  -2.7417
C  -0.8002  -5.7252  -3.7835
C  -1.8084  -4.7684  -3.7814
C  -1.8507  -3.8359  -2.8003
C  -3.0622  -0.3820  0.8638
C  -2.5640  0.0807  2.0736
C  -3.2348  -0.3110  3.2260
C  -4.3918  -1.0498  3.1521
C  -4.8534  -1.4666  1.9264
C  -4.2317  -1.1188  0.7726
C  -3.3566  0.4641  -1.7816
C  -4.1036  1.5696  -1.3678
C  -4.9771  2.1171  -2.2595
C  -5.0380  1.6678  -3.5498
C  -4.2196  0.5824  -3.9857
C  -3.3439  -0.0173  -3.0807
C  0.2847  3.0927  -0.3006
C  1.5439  3.6449  -0.1704
C  1.7007  4.9239  0.3124
C  0.5635  5.7033  0.5154
C  -0.6917  5.2021  0.2955
C  -0.8594  3.8787  -0.0620
C  -0.1809  1.6168  -2.6211
C  0.1292  0.5018  -3.3688
C  -0.1331  0.5023  -4.6977
C  -0.6982  1.6217  -5.3179
C  -0.9627  2.7431  -4.5650
C  -0.7023  2.7612  -3.2006
H  -1.2345  -2.5301  2.4221
H  -2.8549  -3.7082  3.8546
H  -4.6172  -5.0559  3.0163
H  -4.8863  -5.3418  0.4181
H  -3.2924  -4.3449  -0.9440
H  0.8415  -4.7063  -0.9705
H  0.8604  -6.4833  -2.6456
H  -0.7828  -6.5337  -4.5057
H  -2.5357  -4.7708  -4.6003
H  -2.6610  -3.1749  -2.7082
H  -1.6560  0.6026  2.1631
H  -2.7880  0.1129  4.0918
H  -4.8884  -1.3440  4.0671
H  -5.7319  -2.1230  1.8992
H  -4.6653  -1.3487  -0.2144
H  -4.0783  1.9882  -0.3753
H  -5.6235  2.9351  -2.0038
H  -5.7402  2.1400  -4.2513
H  -4.2757  0.3682  -5.0354
H  -2.7189  -0.8449  -3.3663
H  2.4388  3.0913  -0.3622
H  2.6661  5.3528  0.5532
H  0.6578  6.6808  0.9112
H  -1.5491  5.8123  0.4560
H  -1.7975  3.4035  -0.2042
H  0.5911  -0.3720  -2.8324
H  0.0913  -0.4155  -5.2748
H  -0.8238  1.5757  -6.4423
H  -1.3651  3.6139  -5.0446
H  -0.9375  3.6519  -2.6739
S  4.2661  4.3753  -2.6127
C  2.8942  4.8535  -3.4986
C  2.3206  3.6983  -3.9764
N  2.9265  2.5315  -3.6861
C  3.9462  2.7373  -2.9351
H  2.5889  5.9042  -3.6551
H  1.4603  3.6815  -4.6125
H  4.6373  1.9778  -2.6947
C  1.0255  -1.4043  3.2136
O  1.6409  -0.5848  2.2442
H  1.0979  -2.5057  2.9998
H  -0.0848  -1.2224  3.2738
H  1.3731  -1.1206  4.2344
F  4.9449  1.1722  5.8311
C  3.8909  1.5269  5.1327
C  2.6941  1.6673  5.7154
F  2.5946  1.5299  7.0135
C  1.4882  2.0122  5.0287
C  1.6328  2.2874  3.6168
C  2.8301  2.1283  3.0063
F  2.8769  2.3095  1.6889
C  4.0607  1.7874  3.6747
C  5.2490  1.6095  3.0818
C  5.3562  1.7110  1.6289
N  5.6025  1.6253  0.5103
C  6.4809  1.2420  3.7376
N  7.4913  1.0389  4.2228
F  0.5391  2.6070  2.9014
C  0.2722  2.0252  5.5868
C  0.1218  1.6043  6.9870
N  -0.0303  1.2704  8.0727
C  -0.9206  2.4672  4.9261
N  -1.9709  2.7346  4.5204
I  4.5599  -5.8914  -0.5655
C  4.5586  -3.8228  -0.4421
C  5.6620  -3.0711  -0.8323
C  5.5688  -1.6919  -0.8582
C  4.3880  -1.0852  -0.4946
N  3.3341  -1.7898  -0.0523
C  3.4451  -3.1263  -0.0399
H  6.5571  -3.5685  -1.1873
H  6.4373  -1.0496  -1.1494
H  4.2320  0.0002  -0.5722
H  2.5668  -3.6891  0.2359

A molecular structure, C57H48F6MoN2O3, computed with wB97M-V/def2-TZVPD.

Results
Total charge: +2
LUMO energy (alpha / beta), eV: -7.842 / -7.841
HOMO energy (alpha / beta), eV: -13.67 / -13.67
Orbital gap (alpha / beta), Ha: 0.21423 / 0.21426
E, Ha: -3202.9708

Positions of all 117 atoms, in Å:
Mo  -0.5319  0.0832  -0.1172
O  -0.8936  1.6298  0.5043
C  -0.5018  2.8887  0.9756
C  1.0437  2.7651  0.9503
C  1.4390  1.6182  1.8317
C  1.9694  1.8779  3.0917
C  2.3338  0.8264  3.9130
C  2.1619  -0.4625  3.4422
C  1.6068  -0.6738  2.1869
C  1.4068  -2.0909  1.7247
C  -0.1207  -2.3325  1.6213
O  -0.4708  -1.4519  0.6009
C  -0.7815  -1.9140  2.9345
C  -0.3462  -2.4756  4.1323
C  -0.9873  -2.1729  5.3216
C  -2.0963  -1.3399  5.3265
C  -2.5472  -0.7952  4.1370
C  -1.8777  -1.0626  2.9513
C  -0.5834  -3.7622  1.2949
C  -1.8913  -4.1223  1.6184
C  -2.3763  -5.3809  1.3080
C  -1.5566  -6.3011  0.6781
C  -0.2575  -5.9519  0.3524
C  0.2305  -4.6898  0.6572
N  1.1986  0.3547  1.4011
C  -1.0786  3.9476  0.0398
C  -0.3350  4.6962  -0.8629
C  -0.9690  5.6081  -1.6931
C  -2.3397  5.7866  -1.6195
C  -3.0857  5.0355  -0.7262
C  -2.4602  4.1140  0.0926
C  -0.8894  3.2189  2.4090
C  -0.7406  4.5331  2.8450
C  -1.0019  4.8640  4.1620
C  -1.4125  3.8874  5.0566
C  -1.5549  2.5787  4.6279
C  -1.2797  2.2461  3.3115
H  1.5011  3.6892  1.3000
H  1.3193  2.5701  -0.0876
H  2.1124  2.8941  3.4221
H  2.7564  0.9987  4.8895
H  2.4609  -1.3063  4.0426
H  1.8652  -2.7836  2.4257
H  1.8410  -2.2431  0.7326
H  0.4775  -3.1730  4.1381
H  -0.6333  -2.6069  6.2453
H  -2.6074  -1.1157  6.2508
H  -3.4269  -0.1686  4.1207
H  -2.2561  -0.6264  2.0262
H  -2.5424  -3.4252  2.1213
H  -3.3904  -5.6416  1.5716
H  -1.9302  -7.2838  0.4395
H  0.3818  -6.6704  -0.1365
H  1.2512  -4.4447  0.4098
H  0.7384  4.5931  -0.9290
H  -0.3883  6.1792  -2.4027
H  -2.8258  6.5144  -2.2496
H  -4.1546  5.1718  -0.6686
H  -3.0427  3.5271  0.7894
H  -0.4132  5.2952  2.1548
H  -0.8860  5.8858  4.4909
H  -1.6140  4.1424  6.0855
H  -1.8759  1.8104  5.3154
H  -1.3601  1.2160  2.9928
C  4.1268  1.7939  -2.6850
C  3.3116  1.5938  -1.3979
C  4.0448  2.3056  -0.2539
C  3.1482  0.1024  -1.1586
C  4.2931  -0.5880  -0.7819
C  4.3402  -1.9683  -0.7900
C  3.2629  -2.6695  -1.2891
C  2.0703  -2.0351  -1.6526
C  1.1128  -2.9662  -2.3819
C  1.6090  -3.1141  -3.8336
C  -0.3771  -2.6447  -2.3979
C  1.9792  -0.6417  -1.4567
N  0.7293  0.0744  -1.5857
C  0.6009  0.7357  -2.8220
C  1.3984  0.4097  -3.9272
C  1.2621  1.0744  -5.1324
C  0.3339  2.0899  -5.2896
C  -0.4880  2.4220  -4.2255
C  -0.3429  1.7431  -3.0349
F  -1.1452  2.0905  -1.9818
H  4.3141  2.8542  -2.8385
H  3.5926  1.4118  -3.5491
H  5.0842  1.2864  -2.6068
H  2.3364  2.0670  -1.5615
H  5.1073  2.0793  -0.2844
H  3.6584  2.0153  0.7218
H  3.9553  3.3848  -0.3588
H  5.1727  -0.0324  -0.5028
H  5.2294  -2.4894  -0.4737
H  3.3417  -3.7374  -1.4306
H  1.2216  -3.9493  -1.9122
H  1.2860  -2.2718  -4.4391
H  1.1987  -4.0168  -4.2796
H  2.6937  -3.1821  -3.8813
H  -0.5683  -1.7059  -2.9166
H  -0.7929  -2.6335  -1.3869
H  -0.8815  -3.4372  -2.9491
H  2.1314  -0.3764  -3.8395
H  1.9059  0.8038  -5.9544
H  0.2452  2.6128  -6.2274
H  -1.2366  3.1939  -4.2902
F  -5.6546  -3.6219  -3.2559
C  -4.7929  -2.7550  -2.7590
C  -4.1971  -1.8025  -3.5903
F  -4.4920  -1.7852  -4.8776
C  -3.2689  -0.8959  -3.0819
F  -2.6705  -0.0148  -3.8864
C  -2.9038  -0.9261  -1.7289
O  -1.9603  -0.1722  -1.1887
C  -3.5276  -1.8896  -0.9272
F  -3.1727  -1.8722  0.3680
C  -4.4475  -2.8058  -1.4071
F  -4.9545  -3.7253  -0.5996

A molecular structure, C57H48FN6PSTi, computed with wB97M-V/def2-TZVPD.

Results
Total charge: 0
Relative energy (zero: lowest compared OMol25 entry of this formula, charge and spin), kJ/mol: 58.08
LUMO energy, eV: -0.266
HOMO energy, eV: -6.58
Orbital gap, Ha: 0.23203
E, Ha: -4218.2362

Positions of all 115 atoms, in Å:
Ti  0.3281  0.0311  0.0009
C  0.9362  2.2142  4.1262
C  0.6559  1.1753  5.0312
C  0.6252  -0.1032  4.5741
C  0.8670  -0.3948  3.1973
N  1.0220  0.6276  2.3063
C  1.0952  1.8822  2.8090
N  0.9157  -1.6945  2.8996
C  1.2605  -2.1727  1.6934
N  1.7137  -1.3050  0.6094
C  2.7862  -1.8741  0.0124
N  3.5228  -1.4302  -0.9629
C  3.1794  -0.3443  -1.7042
C  4.1753  0.1252  -2.5937
C  3.8889  1.0983  -3.5053
C  2.5862  1.6103  -3.5555
C  1.6874  1.1460  -2.6366
N  1.9566  0.2243  -1.6886
C  3.0929  -3.1569  0.6624
C  4.0786  -4.0888  0.3794
C  4.1170  -5.2333  1.1596
C  3.1982  -5.4176  2.1978
C  2.2178  -4.4766  2.4730
C  2.1707  -3.3549  1.6651
H  1.0131  3.2448  4.4387
H  0.4751  1.3874  6.0778
H  0.4369  -0.9452  5.2242
H  1.2739  2.6676  2.0924
H  5.1472  -0.3412  -2.5318
H  4.6503  1.4511  -4.1892
H  2.2871  2.3589  -4.2737
H  0.6881  1.5524  -2.6123
H  4.7894  -3.9138  -0.4162
H  4.8678  -5.9894  0.9716
H  3.2566  -6.3148  2.8007
H  1.5062  -4.6155  3.2755
C  -6.7137  1.3265  -3.4697
C  -6.1965  0.2696  -2.7311
C  -4.8328  0.1789  -2.5121
C  -3.9811  1.1528  -3.0305
C  -4.4994  2.2056  -3.7781
C  -5.8674  2.2916  -3.9941
P  -2.2254  1.0822  -2.6425
C  -1.4014  2.2179  -3.7670
C  -1.0941  1.8327  -5.0702
C  -0.4867  2.7370  -5.9259
C  -0.1700  4.0154  -5.4816
C  -0.4510  4.3900  -4.1757
C  -1.0705  3.4924  -3.3184
C  -1.5244  -0.5332  -2.7679
C  -1.9616  -1.3306  -3.8363
C  -1.3228  -2.5232  -4.0966
C  -0.2275  -2.8682  -3.3084
C  0.1782  -2.0614  -2.2610
C  -0.4734  -0.8692  -1.8935
H  -7.7797  1.3941  -3.6399
H  -6.8565  -0.4837  -2.3230
H  -4.4310  -0.6385  -1.9330
H  -3.8399  2.9612  -4.1861
H  -6.2693  3.1114  -4.5734
H  -1.3142  0.8292  -5.4129
H  -0.2491  2.4389  -6.9379
H  0.3121  4.7148  -6.1515
H  -0.1834  5.3754  -3.8192
H  -1.2665  3.7686  -2.2908
H  -2.8061  -1.0176  -4.4436
H  -1.6604  -3.1671  -4.8970
H  0.3134  -3.7855  -3.5023
H  1.0388  -2.4048  -1.6952
C  -3.1351  4.9193  -0.8468
N  -2.9860  3.4955  -0.6021
C  -4.2879  2.9126  -0.3040
C  -2.0591  3.2204  0.5036
C  -0.5772  3.3226  0.1869
C  -0.0907  4.6336  0.2718
C  1.2386  4.9613  0.0857
C  2.1352  3.9306  -0.1231
C  1.6683  2.6265  -0.1658
C  0.3154  2.2364  -0.0587
H  -2.1692  5.3921  -1.0158
H  -3.7632  5.0806  -1.7241
H  -3.6053  5.4284  0.0112
H  -2.0766  1.6165  -1.3600
H  -4.6990  3.3012  0.6410
H  -4.2011  1.8280  -0.2203
H  -4.9904  3.1488  -1.1057
H  -2.2793  2.2285  0.8674
H  -2.2826  3.9183  1.3293
H  -0.7929  5.4242  0.5134
H  1.5674  5.9908  0.1452
H  3.1966  4.1244  -0.2145
H  2.4399  1.8686  -0.2233
F  -5.1537  -0.9938  2.9259
C  -4.0208  -0.7172  2.2401
C  -3.8669  -1.2237  0.9657
C  -2.6963  -0.9457  0.2742
C  -1.6498  -0.1684  0.7997
C  -1.8817  0.3137  2.0999
C  -3.0425  0.0499  2.8236
H  -4.6332  -1.8665  0.5507
H  -2.5623  -1.4474  -0.6731
H  -1.1520  0.9414  2.5897
H  -3.1754  0.4293  3.8281
S  -0.3947  -3.0738  0.6428
C  -1.5757  -3.7264  1.7768
C  -2.6558  -4.4198  1.2221
C  -3.6555  -4.9367  2.0289
C  -3.6000  -4.7739  3.4061
C  -2.5294  -4.0890  3.9616
C  -1.5237  -3.5634  3.1622
H  -2.7005  -4.5483  0.1472
H  -4.4838  -5.4700  1.5791
H  -4.3810  -5.1776  4.0368
H  -2.4769  -3.9530  5.0348
H  -0.7066  -3.0069  3.5962

no.,largest force on an atom (eV Å⁻¹)
1,1.65
2,3.80
3,4.90
4,0.68